Formula: C2H10N2O
Source: OMol25
Level of theory: the ωB97M-V functional and the def2-TZVPD basis

Geometry as XYZ:
```
15
Properties=species:S:1:pos:R:3:mulliken_charge:R:1
C 0.888 -0.642 -0.223 -0.488
C 0.360 -0.465 -1.737 -0.548
N -0.792 -1.219 -2.112 -0.560
N 0.304 0.247 0.776 -0.567
H 0.653 -1.759 0.053 0.177
H 1.922 -0.538 -0.272 0.303
H 0.298 0.663 -1.894 0.281
H 1.225 -0.618 -2.367 0.283
H -1.639 -0.656 -1.888 0.269
H -0.810 -2.067 -1.500 0.276
H -0.351 1.087 0.500 0.279
H 1.068 0.759 1.226 0.252
H -1.638 2.091 3.498 0.302
H -0.706 1.255 2.626 0.373
O -0.780 1.862 3.315 -0.632
```

Calculated values
* HOMO level: -9.2 eV
* largest force on an atom: 4.0 eV/A
* SMILES: NCCN.O
* electronic energy: -7262.6781 eV
* multiplicity: 1

=====

Formula: C2H10N2O
Source: OMol25
Level of theory: the ωB97M-V functional and the def2-TZVPD basis

Geometry as XYZ:
```
15
Properties=species:S:1:pos:R:3:mulliken_charge:R:1
C -1.529 0.882 -0.784 -0.761
N -0.147 1.104 -1.208 -0.360
C 0.804 0.656 -0.230 -0.496
N 1.007 -0.829 -0.164 -0.561
H -2.182 1.196 -1.600 0.314
H -1.743 -0.191 -0.674 0.276
H -1.718 1.427 0.134 0.251
H 0.074 0.765 -2.131 0.247
H 0.537 0.933 0.777 0.266
H 1.814 0.995 -0.459 0.401
H 1.691 -1.063 -0.871 0.242
H 0.200 -1.426 -0.271 0.189
H 1.011 -1.218 2.038 0.338
H 0.083 -1.836 3.148 0.286
O 0.099 -1.393 2.294 -0.630
```

Calculated values
* HOMO level: -8.5 eV
* largest force on an atom: 2.1 eV/A
* SMILES: CNCN.O
* electronic energy: -7263.3760 eV
* multiplicity: 1

=====

Values of lowest unoccupied orbital energy, in order: 0.9; 1.1, all in eV.